Formula: C4H5O2Yb
Source: the OMol25 dataset
Level of theory: ωB97M-V with the def2-TZVPD basis set

The geometry in XYZ format:
```
12
Properties=species:S:1:pos:R:3
O 2.70 1.24 -0.14
C 1.48 1.43 -0.18
Yb 5.03 1.98 -0.74
H 0.66 1.68 -1.21
O -2.12 -1.93 0.20
C -1.55 -0.71 0.64
C -0.23 -0.54 -0.06
C 0.38 0.65 -0.16
H -3.04 -1.78 -0.04
H -1.36 -0.73 1.73
H -2.21 0.15 0.43
H 0.25 -1.43 -0.47
```

The value obtained for the HOMO energy (alpha / beta) is -15.83 / -15.81 eV. As for the total charge: +2. Its expectation value of S² is 0.787. The multiplicity is 2.

Atom charges from the Löwdin analysis, given in e for atoms 1 to 6: -0.205, -0.297, 1.849, 0.237, -0.030, -0.221